# 1
The following is a DFT calculation (ωB97M-V/def2-TZVPD) of one molecule with the formula C2H4P4.

```
! RIJCOSX wB97M-V def2-TZVPD def2/J DEFGRID3
* xyz 0 1
P -1.412 0.786 -0.935
P 1.257 1.334 0.542
P -1.109 -0.521 0.759
P 1.581 -0.292 -0.780
C 0.489 -1.448 0.176
C -0.576 1.253 0.558
H -2.829 0.810 -0.493
H 1.399 2.250 -0.339
H 0.065 -2.178 -0.387
H 1.136 -1.994 0.898
*
```

Its SMILES is C1P=[PH]=C2[PH]#P12. As for the energy above the lowest of the compared OMol25 structures with the same formula, charge and spin: 346.6 kJ/mol.



# 2
The following is a DFT calculation (ωB97M-V/def2-TZVPD) of a 2-piece molecular cluster, C3H2O4 overall.

```
! RIJCOSX wB97M-V def2-TZVPD def2/J DEFGRID3
* xyz 0 1
O -0.086 -1.914 -0.757
O 0.242 0.806 3.459
O 0.210 0.081 1.306
O 0.599 1.292 -0.941
C 0.285 0.423 2.395
C 0.239 0.338 -1.569
C -0.518 -0.810 -0.862
H 0.390 0.186 -2.660
H -1.362 -0.401 -0.371
*
```

Its SMILES is O=CC=O.O=C=O. As for the energy above the lowest of the compared OMol25 structures with the same formula, charge and spin: 80.3 kJ/mol.



# 3
The following is a DFT calculation (ωB97M-V/def2-TZVPD) of one molecule with the formula C4H7FS3.

```
! RIJCOSX wB97M-V def2-TZVPD def2/J DEFGRID3
* xyz 0 1
S 0.158 -0.468 1.968
S -1.836 1.738 0.040
S -1.889 -1.692 -0.530
F 2.221 0.177 -1.307
C 0.438 -0.077 0.240
C 1.911 -0.023 0.061
C -0.424 0.817 -0.539
C -0.426 -0.693 -0.858
H 0.117 -0.977 -1.788
H -2.789 -0.751 -0.250
H -1.380 1.974 1.281
H 2.443 0.752 0.644
H -0.902 -1.242 1.916
H 2.306 -1.040 0.397
H 0.049 1.504 -1.277
*
```

Its SMILES is FC[C@@]1(S)[C@H](S)[C@@H]1S. As for the energy above the lowest of the compared OMol25 structures with the same formula, charge and spin: 63.9 kJ/mol.